one) {
  "formula": "C4H7BrN2",
  "method": "ωB97M-V/def2-TZVPD",
  "symbols": ["H", "N", "C", "Br", "N", "C", "C", "C", "H", "H", "H", "H", "H", "H"],
  "positions_angstrom": [[-3.46751, 2.10003, 0.58172], [-2.54739, 1.93556, 0.45729], [-2.23031, 0.77568, 0.07925], [-3.48667, -0.76272, 0.35825], [-1.01874, 0.38486, -0.37571], [0.07447, 1.24383, -0.37959], [0.29419, -0.26284, -0.39040], [0.87317, -1.07191, 0.71939], [0.23428, 1.75390, -1.36584], [0.15028, 1.77747, 0.53789], [0.28574, -0.76649, -1.41380], [0.54722, -0.78790, 1.69758], [2.01057, -0.96494, 0.73030], [0.57334, -2.05632, 0.52479]],
  "lumo_energy_ev": 0.8488,
  "homo_energy_ev": -9.2694
}

two) {
  "formula": "C4H7BrN2",
  "method": "ωB97M-V/def2-TZVPD",
  "symbols": ["C", "C", "C", "C", "N", "N", "Br", "H", "H", "H", "H", "H", "H", "H"],
  "positions_angstrom": [[-1.34550, -0.99016, -0.54914], [1.70466, 0.84636, -0.55962], [-2.40589, -1.67091, 0.16512], [2.41755, 1.85660, 0.24637], [-0.90500, 0.15446, -0.16709], [-0.30435, 1.11649, -0.07393], [1.95068, -0.91689, -0.12194], [-1.00247, -1.32981, -1.60838], [-3.35856, -1.85650, -0.39312], [-2.56604, -1.08401, 0.98196], [-1.98299, -2.66510, 0.50544], [1.80954, 2.70829, 0.42630], [2.60348, 1.55234, 1.36714], [3.38486, 2.27885, -0.21911]],
  "lumo_energy_ev": [-0.4333, -0.4317],
  "homo_energy_ev": [-7.7095, -7.7054]
}

Quick one: most stable of them? one)

one) {
  "formula": "C17H20N2O4S",
  "method": "ωB97M-V/def2-TZVPD",
  "symbols": ["O", "C", "O", "C", "C", "N", "C", "C", "N", "S", "O", "O", "C", "C", "C", "C", "C", "C", "C", "C", "C", "C", "C", "C", "H", "H", "H", "H", "H", "H", "H", "H", "H", "H", "H", "H", "H", "H", "H", "H", "H", "H", "H", "H"],
  "positions_angstrom": [[0.80447, 2.09434, -4.19523], [1.92668, 2.22385, -3.78573], [2.50064, 3.42317, -3.63757], [2.86731, 1.10838, -3.40813], [2.11876, -0.17328, -3.01574], [1.52589, -0.01182, -1.69682], [1.96181, -0.96852, -0.69699], [1.30386, -2.34603, -0.87341], [-0.13387, -2.23675, -0.93934], [-1.01324, -2.52444, 0.43552], [-0.40524, -3.64948, 1.08402], [-2.38795, -2.59995, 0.03769], [-0.82522, -1.09377, 1.50441], [0.24474, -1.05941, 2.40685], [0.41712, 0.03621, 3.20593], [-0.47193, 1.13165, 3.13002], [-0.31908, 2.27584, 3.94066], [-1.20281, 3.31542, 3.85558], [-2.27989, 3.26142, 2.95653], [-2.45658, 2.16826, 2.15522], [-1.56269, 1.07904, 2.21972], [-1.71557, -0.06595, 1.40887], [-0.62403, -1.24762, -1.87185], [0.07743, 0.10676, -1.68542], [1.88964, 4.12916, -3.90273], [3.49853, 1.45096, -2.58912], [3.50298, 0.91865, -4.27640], [2.82918, -1.00347, -3.01762], [1.35838, -0.37280, -3.77640], [1.69290, -0.55907, 0.28226], [3.04855, -1.06193, -0.74254], [1.65148, -2.81003, -1.80457], [1.53429, -3.01309, -0.04330], [0.89554, -1.91787, 2.46096], [1.23405, 0.07840, 3.91156], [0.50975, 2.31389, 4.63269], [-1.07967, 4.18691, 4.48140], [-2.96809, 4.09195, 2.90503], [-3.28285, 2.11814, 1.46158], [-2.54367, -0.14278, 0.72104], [-0.44832, -1.62350, -2.88669], [-1.69866, -1.16707, -1.71419], [-0.20549, 0.53888, -0.72013], [-0.22336, 0.79396, -2.47633]],
  "lumo_energy_ev": 0.0826,
  "homo_energy_ev": -8.1911
}

two) {
  "formula": "C17H20N2O4S",
  "method": "ωB97M-V/def2-TZVPD",
  "symbols": ["C", "C", "O", "C", "C", "C", "C", "C", "N", "C", "O", "C", "C", "C", "C", "S", "O", "O", "N", "C", "C", "C", "C", "C", "H", "H", "H", "H", "H", "H", "H", "H", "H", "H", "H", "H", "H", "H", "H", "H", "H", "H", "H", "H"],
  "positions_angstrom": [[-1.10727, -4.26022, 1.23095], [-2.14513, -3.46785, 0.45224], [-2.03508, -2.11367, 0.85240], [-2.74570, -1.16777, 0.19792], [-3.70038, -1.40820, -0.78627], [-4.35878, -0.33971, -1.37276], [-4.06052, 0.96303, -1.02688], [-3.08880, 1.20961, -0.05827], [-2.76284, 2.53689, 0.25987], [-1.54820, 3.06466, 0.57337], [-1.43436, 4.22309, 0.91559], [-0.37447, 2.14651, 0.42887], [-0.14575, 1.47435, -0.76916], [0.93265, 0.61581, -0.87974], [1.76875, 0.43334, 0.20557], [3.17386, -0.67249, 0.04612], [2.88674, -1.63264, -0.97771], [3.54804, -1.13770, 1.34747], [4.41653, 0.29619, -0.51325], [4.89811, 1.26464, 0.43844], [4.24474, 0.77727, -1.86002], [1.57637, 1.12259, 1.38694], [0.50451, 1.99229, 1.49569], [-2.46930, 0.14627, 0.57667], [-0.11279, -3.88027, 1.01254], [-1.28924, -4.16238, 2.29752], [-1.15912, -5.30917, 0.95383], [-1.95717, -3.55625, -0.62600], [-3.15610, -3.84206, 0.66737], [-3.94519, -2.41256, -1.09128], [-5.11026, -0.53234, -2.12362], [-4.56548, 1.78795, -1.50615], [-3.51765, 3.21133, 0.21846], [-0.81302, 1.61760, -1.60571], [1.12066, 0.05848, -1.78348], [5.90575, 1.57342, 0.15920], [4.25435, 2.15266, 0.49097], [4.92875, 0.77596, 1.40877], [5.21565, 1.05877, -2.26843], [3.57178, 1.64367, -1.91024], [3.83313, -0.04103, -2.44510], [2.24961, 0.94870, 2.21118], [0.32726, 2.53972, 2.40903], [-1.75461, 0.30153, 1.36708]],
  "lumo_energy_ev": 0.2607,
  "homo_energy_ev": -8.7189
}

Quick one: most stable of them? one)

one) {
  "formula": "C4H9OS",
  "method": "ωB97M-V/def2-TZVPD",
  "symbols": ["O", "C", "C", "C", "C", "S", "H", "H", "H", "H", "H", "H", "H", "H", "H"],
  "positions_angstrom": [[1.41272, -0.35958, -3.06195], [0.94993, -0.35755, -1.77884], [-0.31321, 0.59215, -1.21324], [-0.03351, 1.21211, 0.16753], [0.33362, 0.32425, 1.38994], [-1.17710, -0.66930, 1.98071], [1.72885, 0.03050, -1.04469], [0.78068, -1.38781, -1.29192], [-0.51823, 1.34016, -2.03758], [-1.02675, -0.23884, -1.32163], [0.93418, 1.71156, 0.10676], [-0.88254, 1.89607, 0.33033], [0.60497, 0.97287, 2.19736], [1.10048, -0.48324, 1.14055], [-0.81073, -0.88159, 3.33260]],
  "lumo_energy_ev": 3.0397,
  "total_charge": -1,
  "homo_energy_ev": -2.2396
}

two) {
  "formula": "C4H9OS",
  "method": "ωB97M-V/def2-TZVPD",
  "symbols": ["C", "S", "H", "H", "H", "C", "C", "C", "O", "H", "H", "H", "H", "H", "H"],
  "positions_angstrom": [[0.54297, 2.75445, 1.10693], [-0.04778, 1.19313, 0.55598], [0.89724, 3.33960, 0.25799], [-0.29511, 3.30248, 1.56498], [1.35394, 2.63310, 1.86108], [-1.15045, -0.74845, -1.98058], [-0.17203, -1.68182, -1.30951], [-0.15643, -1.71860, 0.08494], [0.99026, -1.78498, 0.83582], [-1.68908, -1.23013, -2.84720], [-1.92099, -0.37463, -1.28543], [-0.57836, 0.14122, -2.34590], [0.76657, -1.90187, -1.82963], [-1.08192, -1.55291, 0.66138], [1.00578, -0.80068, 0.96969]],
  "lumo_energy_ev": 4.1650,
  "total_charge": -1,
  "homo_energy_ev": -2.6347
}

Quick one: most stable of them? two)